(1)
The following is a DFT calculation (ωB97M-V/def2-TZVPD) of a molecular structure, C33H36AuN4OP2.

Net charge   +1
Energy relative to the best compared isomer or geometry (same formula, charge and spin)   58.83 kJ/mol
M   763.59 u
LUMO level   -1.95 eV
E_HOMO   -10.18 eV
E_tot   -65080.7493 eV

Geometry as XYZ:
```
77
C33H36AuN4OP2, DFT ωB97M-V/def2-TZVPD
H -3.487 -3.030 0.645
H 1.282 -2.820 3.148
H 0.037 7.224 0.095
O -2.536 -0.159 -0.219
C 2.284 -2.936 -2.650
C 1.882 3.680 5.035
C -1.791 -1.810 5.253
C -3.294 -1.076 0.128
H -1.132 -2.323 -0.944
C 2.023 -4.132 -1.986
H 2.379 -2.925 -3.729
C 6.072 1.679 0.653
H 1.178 2.395 -1.555
P 0.672 -0.001 2.571
C 1.904 -4.140 -0.605
H 2.622 -0.833 -2.460
H 1.842 2.401 6.761
C 4.256 0.106 0.350
C 5.190 -0.909 0.148
C -0.361 5.304 -0.760
H -5.284 -1.561 0.415
H 3.888 -1.658 2.623
H 2.811 -1.177 3.930
C 2.311 -1.758 -0.537
C -1.446 4.720 -0.111
Au -0.406 0.521 0.622
H 1.098 2.730 1.880
C -1.326 -3.120 5.282
H 1.141 0.409 5.494
H 8.053 0.867 0.491
H -0.810 -2.350 0.796
C 1.681 2.473 5.692
C 1.072 1.433 3.603
C 1.678 3.771 3.662
C 0.592 4.446 -1.289
H -1.153 7.263 -1.198
H 3.992 2.206 0.735
C 6.550 -0.636 0.197
P 2.452 -0.162 0.348
H -2.231 5.334 0.315
N -0.593 2.522 -0.520
H 6.414 2.688 0.844
H 2.195 4.553 5.595
H -1.821 -3.855 5.904
C 6.992 0.657 0.455
C 1.268 2.655 2.951
C 2.422 -1.759 -1.930
H 1.833 4.710 3.146
C -0.220 6.798 -0.876
C 0.441 3.079 -1.152
H 0.562 7.072 -1.584
H 1.712 -5.068 -0.080
C -0.223 -3.482 4.523
H 7.267 -1.431 0.032
N -4.605 -0.821 0.406
H 1.452 4.837 -1.820
N -2.864 -2.346 0.255
H -2.649 -1.523 5.847
C -1.476 -2.713 0.012
C -1.527 3.346 -0.007
H 0.148 -4.499 4.552
C -0.042 -1.223 3.694
H 1.916 -5.052 -2.546
H 4.852 -1.918 -0.060
C -1.151 -0.866 4.464
C 1.280 1.351 4.976
H -1.415 -3.799 -0.021
C 0.416 -2.536 3.729
C 3.238 -0.860 2.979
H -4.928 0.095 0.150
C 4.710 1.404 0.591
H 1.963 -2.963 1.189
N 2.149 -0.618 2.015
C 2.047 -2.955 0.112
H -2.370 2.874 0.484
H -1.525 0.152 4.446
H 3.841 0.035 3.147
```



(2)
The following is a DFT calculation (ωB97M-V/def2-TZVPD) of 9 unconnected molecules or ions with the total composition C26H57N7O12 in a non-equilibrium geometry.

Net charge   -2
Energy relative to the best compared isomer or geometry (same formula, charge and spin)   541.23 kJ/mol
M   659.78 u
LUMO level   3.96 eV
E_HOMO   0.81 eV
E_tot   -62882.5155 eV

Geometry as XYZ:
```
102
C26H57N7O12, DFT ωB97M-V/def2-TZVPD
H 0.375 11.089 3.143
H -0.444 7.343 6.070
O 1.515 0.208 4.130
H -1.926 4.140 -1.971
H -6.579 3.682 10.313
H -0.282 -2.154 3.047
O -4.488 0.434 7.707
O -1.294 8.472 1.795
C -5.813 8.805 7.718
H -6.017 7.944 8.355
C -5.795 3.613 8.296
H -0.946 -0.006 1.576
H 0.627 7.906 9.493
C 0.218 6.979 9.895
C -1.745 5.000 3.621
C -3.074 -0.213 6.133
N 0.033 -1.195 3.080
H -2.431 3.987 7.506
C -1.348 5.408 8.721
H 3.081 -2.044 3.711
O -0.410 5.167 3.170
O -6.612 2.946 7.635
H 1.654 -2.996 3.597
H -0.953 3.712 0.751
C -2.356 3.520 3.965
H -1.120 10.767 3.754
C -2.782 10.126 0.971
H 1.094 6.406 10.199
O -2.291 5.466 9.517
C 0.271 9.612 4.798
C -4.914 8.056 1.535
C -0.932 -0.162 2.655
C -3.682 1.030 6.702
H -4.890 4.071 10.206
O -1.577 2.554 4.724
H -2.690 3.849 0.213
H -3.419 -0.302 5.103
H -4.349 1.561 6.023
H -4.331 5.020 8.498
H -0.742 3.574 7.811
H -5.395 2.391 10.016
H -3.291 3.641 4.513
H -0.649 0.837 2.985
H -1.936 5.660 4.468
H 0.157 6.730 -2.798
H -1.999 -0.178 5.956
H -3.341 10.058 0.038
H -5.212 8.919 2.130
C -1.682 3.516 -0.035
H -0.848 5.548 -3.480
H -3.841 8.235 7.632
H -2.928 7.263 5.815
H 0.829 5.093 -3.313
C -4.418 8.872 5.723
C -0.088 10.844 4.099
C 1.172 -0.916 3.747
N -0.207 6.116 8.882
C -0.408 8.230 6.702
O 0.781 8.759 4.129
O -3.440 -1.283 6.926
H -5.192 8.316 0.514
C -0.202 5.145 -1.374
H -3.453 10.844 1.443
H -2.723 3.030 3.063
H -1.933 -0.329 3.052
H -5.484 7.187 1.864
C -4.164 -0.821 7.898
H 2.012 -2.435 5.098
N -1.200 4.250 -1.277
C 0.024 5.649 -2.833
C -2.460 8.786 1.485
N -0.371 9.473 5.944
H -1.315 8.083 7.289
H -6.591 8.838 6.954
N -3.435 7.848 1.696
N -4.952 4.556 7.851
H -3.083 7.006 2.129
C -5.660 3.423 9.787
C -3.332 7.998 5.119
H -5.768 5.720 6.451
O -4.538 -1.393 8.916
O -5.173 9.526 4.973
H 0.616 5.790 8.396
H -1.840 10.562 0.638
H -5.244 4.262 5.738
H -0.538 7.312 10.606
H -5.886 9.685 8.357
H -0.820 10.299 6.311
H -1.150 4.872 6.633
H -2.419 5.479 2.911
O 0.395 5.731 -0.430
H -2.902 1.669 7.118
H -3.887 7.407 4.390
H -4.051 5.327 6.037
C -4.969 4.980 6.510
H 0.441 8.190 7.385
H -0.400 11.715 4.675
N -4.544 8.691 7.068
C 2.051 -2.095 4.064
C -1.422 4.392 7.573
H -1.615 2.460 -0.297
H -2.521 8.523 4.614
```



(3)
The following is a DFT calculation (ωB97M-V/def2-TZVPD) of a molecular structure, C29H45Cl2N2NdPS in a non-equilibrium geometry.

Net charge   -1
Spin multiplicity   4
Energy relative to the best compared isomer or geometry (same formula, charge and spin)   81.35 kJ/mol
M   699.88 u
LUMO level (alpha / beta)   2.19 / 2.19 eV
E_HOMO (alpha / beta)   -1.81 / -1.85 eV
E_tot   -94233.6016 eV

Geometry as XYZ:
```
81
C29H45Cl2N2NdPS, DFT ωB97M-V/def2-TZVPD
H 3.565 1.987 -0.164
H 0.282 -5.198 7.372
C 2.446 -0.291 -4.420
N -2.498 -3.654 4.603
C 1.131 -0.561 -2.252
H 3.811 1.095 -3.491
P 0.577 1.454 -0.374
H 0.593 3.070 2.054
H 0.142 -0.467 -2.725
C 1.614 2.909 0.155
H 1.755 3.523 -0.753
H -1.947 -7.114 -1.510
H 3.048 -1.428 -2.689
C 2.833 1.128 -3.988
C -1.969 4.315 -2.320
H 1.714 -2.158 -3.587
C -2.889 -4.890 5.101
C 1.694 4.909 1.739
H -2.967 -3.157 3.853
H 2.880 1.698 1.434
H -3.664 1.337 -2.987
H -0.035 4.367 -1.360
C -2.293 -5.111 -2.245
H -3.800 -5.370 4.809
C -1.311 -3.258 5.167
H 2.617 0.687 -1.339
H -3.891 3.855 -3.188
S -0.416 -1.808 5.011
H 2.167 2.743 -2.708
C -1.745 1.382 -1.993
C 2.120 -1.203 -3.232
C 3.080 4.478 2.229
C -1.932 -5.269 5.985
C 3.826 3.645 1.184
H 1.124 -4.203 6.139
C -2.914 3.372 -3.073
Cl -2.530 -0.099 1.600
C -0.882 2.357 -1.176
C -3.088 2.027 -2.360
H 2.937 1.776 -4.867
H -2.527 3.198 -4.086
H -2.460 4.638 -1.391
H -1.923 0.462 -1.417
H -1.779 5.216 -2.915
H -2.573 -3.015 -2.679
H -3.659 2.181 -1.434
C -2.052 -3.321 -0.612
H 3.264 -0.729 -5.004
H 4.764 3.264 1.604
H -0.062 3.456 -2.865
C 1.629 0.825 -1.813
H 0.282 -3.407 7.483
H 1.145 5.402 2.550
C -1.686 -5.664 0.050
H -0.087 4.118 0.810
C -1.972 -6.056 -1.251
H -1.214 1.103 -2.916
H -2.521 -5.439 -3.260
H -2.154 -2.262 -0.332
C -2.327 -3.747 -1.910
C 0.251 -4.265 6.802
N -0.978 -4.262 6.019
C -1.656 -4.270 0.418
C 0.859 3.732 1.216
Cl 1.747 -1.383 1.198
H -1.453 2.618 -0.262
H -1.824 -6.163 6.583
Nd -0.584 -1.642 2.257
H 3.672 5.362 2.488
H 0.858 1.879 -3.534
C 1.820 1.746 -3.017
H -1.141 -4.716 2.380
H 1.574 -0.243 -5.087
H 4.091 4.293 0.338
C -0.633 3.659 -1.950
H 1.016 -1.200 -1.366
H -1.448 -6.388 0.837
H 1.813 5.648 0.936
H 2.968 3.887 3.148
C -1.225 -3.857 1.700
C 3.001 2.463 0.651
```